A:
40
Properties=species:S:1:pos:R:3 method="wB97M-V/def2-TZVPD" smiles="CCn1c(C)c2c([n+]1CC)CC(C)(C)CC2=O" e_lumo_ev=-3.42 total_charge=+1 gap_ev=9.43
C 4.365 -0.965 0.277
C 3.297 -0.050 -0.277
N 1.900 -0.142 0.190
C 1.371 0.562 1.269
C 2.042 1.645 2.133
C -0.015 0.461 1.192
C -0.367 -0.309 -0.027
N 0.833 -0.606 -0.590
C 0.888 -1.798 -1.405
C 1.034 -1.485 -2.895
C -1.824 -0.629 -0.351
C -2.843 0.459 0.076
C -2.545 1.752 -0.626
C -4.253 0.020 -0.221
C -2.610 0.532 1.616
C -1.153 0.963 2.004
O -0.990 1.463 3.162
H 4.201 -1.938 -0.204
H 4.106 -1.107 1.321
H 5.384 -0.643 0.187
H 3.558 0.968 0.025
H 3.214 -0.117 -1.373
H 1.385 2.387 2.318
H 2.473 1.143 3.008
H 2.917 2.169 1.777
H 1.664 -2.514 -1.135
H -0.126 -2.294 -1.312
H 0.628 -0.588 -3.229
H 0.505 -2.325 -3.389
H 2.136 -1.471 -2.927
H -1.944 -0.755 -1.472
H -1.841 -1.695 0.073
H -2.922 1.765 -1.733
H -1.520 1.980 -0.620
H -3.143 2.568 -0.145
H -4.405 -0.989 0.188
H -4.961 0.702 0.201
H -4.399 0.052 -1.265
H -3.308 1.235 2.043
H -2.732 -0.407 2.132

=====

B:
40
Properties=species:S:1:pos:R:3 method="wB97M-V/def2-TZVPD" smiles=C[NH+](C)c1ccc(CNC[C@@H]2CCCO2)cc1 e_lumo_ev=-2.69 total_charge=+1 gap_ev=8.68
C -4.696 -1.981 0.351
N -4.633 -0.557 -0.034
C -5.412 0.292 0.888
C -3.240 -0.092 -0.173
C -2.385 -0.072 0.918
C -1.083 0.356 0.748
C -0.619 0.765 -0.499
C 0.810 1.176 -0.677
N 1.425 1.544 0.584
C 2.872 1.404 0.601
C 3.281 -0.077 0.634
C 4.744 -0.265 1.062
C 5.215 -1.416 0.176
C 4.411 -1.154 -1.093
O 3.147 -0.690 -0.649
C -1.495 0.745 -1.580
C -2.800 0.317 -1.422
H -4.276 -2.114 1.345
H -4.120 -2.578 -0.354
H -5.729 -2.326 0.354
H -5.052 -0.469 -0.968
H -5.009 0.210 1.896
H -5.349 1.332 0.572
H -6.455 -0.019 0.897
H -2.717 -0.388 1.895
H -0.397 0.378 1.579
H 0.877 1.965 -1.444
H 1.358 0.307 -1.059
H 1.166 2.492 0.837
H 3.237 1.877 1.514
H 3.356 1.885 -0.264
H 2.595 -0.602 1.313
H 4.833 -0.479 2.123
H 5.314 0.638 0.835
H 6.287 -1.409 0.000
H 4.928 -2.374 0.610
H 4.242 -2.043 -1.702
H 4.898 -0.384 -1.709
H -1.155 1.060 -2.554
H -3.469 0.304 -2.271

=====

Which is the most stable structure? B is the most stable.